Record 1
{
  "formula": "HN5OS",
  "method": "ωB97M-V/def2-TZVPD",
  "symbols": ["N", "N", "N", "N", "N", "O", "S", "H"],
  "xyz": [[-1.20, -2.43, -2.33], [-2.05, -0.28, -0.72], [-2.03, 0.67, -1.34], [-0.49, -1.90, -3.01], [-1.94, -1.42, -0.37], [0.33, -1.38, -3.68], [-2.14, -2.29, 0.94], [9.52, 9.03, 10.52]],
  "mulliken_charge": [-0.21, 0.79, -0.78, 0.74, -0.27, -0.59, -0.69, -1.00],
  "homo_energy_ev": 1.42,
  "energy_ev": -20342.403,
  "spin_multiplicity": 1,
  "total_charge": -2,
  "largest_force_ev_per_a": 4.2,
  "lumo_ev": 4.7
}



Record 2
{
  "formula": "HNO2",
  "method": "ωB97M-V/def2-TZVPD",
  "symbols": ["H", "N", "O", "O"],
  "xyz": [[1.28, 0.53, 0.18], [-0.61, 0.32, -0.09], [0.77, -0.44, -0.07], [-1.44, -0.42, -0.02]],
  "mulliken_charge": [0.39, 0.31, -0.50, -0.20],
  "homo_energy_ev": -10.61,
  "energy_ev": -5597.772,
  "spin_multiplicity": 1,
  "largest_force_ev_per_a": 5.8,
  "smiles": "O=NO",
  "lumo_ev": 0.1
}



Record 3
{
  "formula": "HNO2P2",
  "method": "ωB97M-V/def2-TZVPD",
  "symbols": ["N", "O", "O", "P", "P", "H"],
  "xyz": [[0.01, -0.01, -0.12], [-2.53, -0.41, -0.35], [2.21, 0.97, 0.51], [-1.29, -1.17, -0.32], [1.74, -0.29, -0.13], [-0.15, 0.91, 0.42]],
  "mulliken_charge": [-0.26, -0.41, -0.46, 0.39, 0.41, 0.33],
  "homo_energy_ev": -10.35,
  "energy_ev": -24179.861,
  "spin_multiplicity": 1,
  "largest_force_ev_per_a": 2.4,
  "smiles": "O=PNP=O",
  "lumo_ev": -1.1
}



Record 4
{
  "formula": "HNO2S",
  "method": "ωB97M-V/def2-TZVPD",
  "symbols": ["N", "O", "O", "S", "H"],
  "xyz": [[-0.26, 0.79, -0.50], [-0.76, 1.92, -0.54], [0.38, -1.39, 0.52], [-0.12, 0.14, 0.98], [0.76, -1.46, -0.46]],
  "mulliken_charge": [0.11, -0.38, -0.47, 0.35, 0.39],
  "homo_energy_ev": -9.76,
  "energy_ev": -16433.075,
  "spin_multiplicity": 1,
  "largest_force_ev_per_a": 3.2,
  "smiles": "O=NSO",
  "lumo_ev": -0.6
}



Record 5
{
  "formula": "HO2P",
  "method": "ωB97M-V/def2-TZVPD",
  "symbols": ["O", "O", "P", "H"],
  "xyz": [[-0.06, -0.54, -0.43], [-0.46, -1.39, -1.53], [-0.36, 0.77, 0.92], [0.88, 1.16, 1.05]],
  "mulliken_charge": [-0.16, -0.21, 0.31, 0.06],
  "homo_energy_ev": [-9.12, -9.19],
  "energy_ev": -13392.065,
  "spin_multiplicity": 1,
  "largest_force_ev_per_a": 6.1,
  "lumo_ev": [-2.8, -2.8]
}



Record 6
{
  "formula": "HO2PS",
  "method": "ωB97M-V/def2-TZVPD",
  "symbols": ["O", "O", "P", "S", "H"],
  "xyz": [[0.13, -1.43, -1.03], [-0.85, 1.31, 2.59], [1.27, -0.55, -1.39], [-2.28, 1.43, 2.66], [1.74, -0.76, -2.83]],
  "mulliken_charge": [-0.38, -0.27, 0.33, 0.27, 0.05],
  "homo_energy_ev": [-9.13, -9.13],
  "energy_ev": -24232.044,
  "spin_multiplicity": 1,
  "largest_force_ev_per_a": 2.7,
  "smiles": "O=P.O=S",
  "lumo_ev": [-1.3, -1.4]
}



Record 7
{
  "formula": "HO3P2S2",
  "method": "ωB97M-V/def2-TZVPD",
  "symbols": ["O", "O", "O", "P", "P", "S", "S", "H"],
  "xyz": [[0.05, 1.79, 1.25], [1.25, -0.08, -0.47], [0.68, -2.26, 0.59], [-1.09, 0.92, 1.10], [0.10, -0.94, 0.19], [-1.64, 0.92, -1.19], [-1.01, -0.98, -1.61], [1.65, 0.65, 0.15]],
  "mulliken_charge": [-0.51, -0.41, -0.68, 0.21, 0.55, -0.29, -0.22, 0.35],
  "homo_energy_ev": -3.79,
  "energy_ev": -46411.045,
  "spin_multiplicity": 1,
  "total_charge": -1,
  "largest_force_ev_per_a": 4.5,
  "smiles": "O=P1=[P@]([O-])(O)SS1",
  "lumo_ev": 3.5
}



Record 8
{
  "formula": "HO3PS2",
  "method": "ωB97M-V/def2-TZVPD",
  "symbols": ["O", "O", "O", "P", "S", "S", "H"],
  "xyz": [[-0.23, -0.61, 1.37], [0.71, -0.46, -1.10], [-1.50, 0.85, -0.31], [-0.85, -0.68, 0.01], [1.59, 0.63, 1.41], [1.99, -0.60, -0.12], [-1.72, 0.87, -1.25]],
  "mulliken_charge": [-0.41, -0.35, -0.43, 0.49, 0.11, 0.28, 0.32],
  "homo_energy_ev": [-9.52, -9.52],
  "energy_ev": -37117.471,
  "spin_multiplicity": 1,
  "largest_force_ev_per_a": 2.7,
  "lumo_ev": [-2.2, -2.2]
}



Record 9
{
  "formula": "HO3PS2",
  "method": "ωB97M-V/def2-TZVPD",
  "symbols": ["O", "O", "O", "P", "S", "S", "H"],
  "xyz": [[0.82, -1.15, -0.77], [0.64, 1.08, -1.80], [-0.32, 0.95, 0.78], [0.02, -0.34, 1.73], [-1.58, -1.48, 1.62], [0.16, -0.30, -1.71], [0.26, 1.23, 0.15]],
  "mulliken_charge": [-0.37, -0.46, -0.42, 0.33, -0.26, 0.79, 0.38],
  "homo_energy_ev": -9.34,
  "energy_ev": -37117.604,
  "spin_multiplicity": 1,
  "largest_force_ev_per_a": 4.4,
  "lumo_ev": -2.0
}



Record 10
{
  "formula": "HO4PS2",
  "method": "ωB97M-V/def2-TZVPD",
  "symbols": ["O", "O", "O", "O", "P", "S", "S", "H"],
  "xyz": [[2.89, -0.21, 0.00], [0.60, -0.09, -1.11], [0.45, -0.40, 1.11], [-1.76, -0.54, -0.32], [-0.51, 0.47, -0.09], [-0.94, 2.36, 0.05], [1.68, -0.90, 0.01], [-2.41, -0.70, 0.34]],
  "mulliken_charge": [-0.40, -0.34, -0.34, -0.45, 0.73, -0.04, 0.48, 0.35],
  "homo_energy_ev": [-5.33, -10.51],
  "energy_ev": -39161.949,
  "spin_multiplicity": 3,
  "s_squared": 2.009,
  "largest_force_ev_per_a": 5.9,
  "lumo_ev": [0.0, -4.5]
}



Record 11
{
  "formula": "HO5P",
  "method": "ωB97M-V/def2-TZVPD",
  "symbols": ["O", "O", "O", "O", "O", "P", "H"],
  "xyz": [[0.61, 1.35, -1.80], [-0.59, -0.94, -1.23], [1.80, -0.44, -0.55], [-0.37, 0.24, 1.68], [-1.71, -0.04, 2.19], [0.53, 0.01, -1.05], [-0.27, -0.18, 0.76]],
  "mulliken_charge": [-0.72, -0.63, -0.61, -0.42, -0.80, 0.83, 0.35],
  "homo_energy_ev": 1.60,
  "energy_ev": -19539.943,
  "spin_multiplicity": 1,
  "total_charge": -2,
  "largest_force_ev_per_a": 4.8,
  "lumo_ev": 7.1
}



Record 12
{
  "formula": "HO5S",
  "method": "ωB97M-V/def2-TZVPD",
  "symbols": ["O", "O", "O", "O", "O", "S", "H"],
  "xyz": [[-2.30, -0.06, 0.20], [-2.30, 2.11, 1.48], [-1.81, -0.07, 2.61], [0.64, 0.35, 0.14], [1.99, 0.26, 0.33], [-1.83, 0.67, 1.35], [0.20, -0.62, 0.30]],
  "mulliken_charge": [-0.53, -0.57, -0.54, -0.19, -0.33, 0.76, 0.39],
  "homo_energy_ev": [-3.22, -5.52],
  "energy_ev": -21085.469,
  "spin_multiplicity": 1,
  "total_charge": -1,
  "largest_force_ev_per_a": 3.7,
  "lumo_ev": [2.5, 3.8]
}



Record 13
{
  "formula": "HO6S2",
  "method": "ωB97M-V/def2-TZVPD",
  "symbols": ["O", "O", "O", "O", "O", "O", "S", "S", "H"],
  "xyz": [[2.72, 2.68, 1.71], [2.08, -0.38, -2.03], [0.73, -1.74, -0.45], [0.40, 2.52, 2.08], [1.45, -0.23, 1.47], [1.11, 0.62, 0.38], [0.86, -0.47, -1.27], [1.43, 2.51, 1.06], [1.22, -1.13, 1.30]],
  "mulliken_charge": [-0.52, -0.50, -0.65, -0.50, -0.34, -0.21, 0.69, 0.67, 0.35],
  "homo_energy_ev": -5.74,
  "energy_ev": -33970.160,
  "spin_multiplicity": 1,
  "total_charge": -1,
  "largest_force_ev_per_a": 3.0,
  "lumo_ev": 3.5
}



Record 14
{
  "formula": "HOS3",
  "method": "ωB97M-V/def2-TZVPD",
  "symbols": ["O", "S", "S", "S", "H"],
  "xyz": [[-0.86, 0.92, -0.78], [-1.27, -1.23, 1.16], [1.25, 0.88, 1.21], [-0.13, 0.04, 0.10], [1.02, -0.61, -1.69]],
  "mulliken_charge": [-0.46, -0.44, -0.40, 0.31, -0.02],
  "homo_energy_ev": [-4.19, -4.00],
  "energy_ev": -34568.044,
  "spin_multiplicity": 1,
  "total_charge": -1,
  "largest_force_ev_per_a": 1.4,
  "lumo_ev": [2.6, 2.9]
}



Record 15
{
  "formula": "HP3",
  "method": "ωB97M-V/def2-TZVPD",
  "symbols": ["P", "P", "P", "H"],
  "xyz": [[0.31, -0.56, 1.35], [0.44, 1.32, 0.68], [-0.87, -0.19, -0.33], [0.12, -0.56, -1.70]],
  "mulliken_charge": [0.03, 0.04, -0.10, 0.03],
  "homo_energy_ev": -8.75,
  "energy_ev": -27880.711,
  "spin_multiplicity": 1,
  "largest_force_ev_per_a": 3.8,
  "lumo_ev": -1.2
}



Record 16
{
  "formula": "HPS",
  "method": "ωB97M-V/def2-TZVPD",
  "symbols": ["P", "S", "H"],
  "xyz": [[-1.86, -0.43, 0.00], [-0.15, 0.38, 0.00], [2.01, 0.05, -0.01]],
  "mulliken_charge": [0.18, -0.16, -0.02],
  "homo_energy_ev": [-7.66, -7.66],
  "energy_ev": -20135.872,
  "spin_multiplicity": 1,
  "largest_force_ev_per_a": 1.8,
  "lumo_ev": [-1.8, -1.8]
}



Record 17
{
  "formula": "HPS2",
  "method": "ωB97M-V/def2-TZVPD",
  "symbols": ["P", "S", "S", "H"],
  "xyz": [[-1.44, 0.30, 0.88], [-1.77, 1.84, -0.18], [1.39, -0.49, -0.70], [1.83, -1.64, 0.00]],
  "mulliken_charge": [0.26, -0.07, -0.32, 0.14],
  "homo_energy_ev": [-9.29, -8.05],
  "energy_ev": -30973.255,
  "spin_multiplicity": 1,
  "largest_force_ev_per_a": 1.6,
  "lumo_ev": [-1.9, -2.1]
}



Record 18
{
  "formula": "I2O2S",
  "method": "ωB97M-V/def2-TZVPD",
  "symbols": ["O", "O", "S", "I", "I"],
  "xyz": [[0.96, -0.39, 2.07], [-0.40, 2.42, 1.18], [1.01, -0.62, 0.66], [2.72, 0.58, -0.29], [-0.96, 1.13, 0.07]],
  "mulliken_charge": [-0.35, -0.59, 0.18, 0.19, 0.58],
  "homo_energy_ev": [-9.05, -9.03],
  "energy_ev": -31127.510,
  "spin_multiplicity": 1,
  "largest_force_ev_per_a": 2.1,
  "lumo_ev": [-2.0, -2.1]
}



Record 19
{
  "formula": "I2O3",
  "method": "ωB97M-V/def2-TZVPD",
  "symbols": ["O", "O", "O", "I", "I"],
  "xyz": [[0.76, -0.56, 0.13], [-0.22, 1.19, 0.57], [0.12, -1.10, -0.81], [0.89, 2.67, 0.53], [-1.56, -2.21, -0.41]],
  "mulliken_charge": [-0.08, -0.40, -0.17, 0.44, 0.21],
  "homo_energy_ev": [-9.23, -9.31],
  "energy_ev": -22335.553,
  "spin_multiplicity": 3,
  "s_squared": 2.036,
  "largest_force_ev_per_a": 2.0,
  "lumo_ev": [-1.2, -2.5]
}



Record 20
{
  "formula": "I2OS",
  "method": "ωB97M-V/def2-TZVPD",
  "symbols": ["O", "S", "I", "I"],
  "xyz": [[-0.88, 0.14, -0.14], [0.47, 0.05, 0.54], [2.03, 1.77, -0.06], [1.97, -1.88, -0.04]],
  "mulliken_charge": [-0.40, 0.23, 0.12, 0.05],
  "homo_energy_ev": -9.69,
  "energy_ev": -29083.201,
  "spin_multiplicity": 1,
  "largest_force_ev_per_a": 3.4,
  "lumo_ev": -2.0
}